Entry from the Open Molecules 2025 dataset: a cluster of 32 separate species, C6H72N4O31P in total (the ωB97M-V functional and the def2-TZVPD basis).

Bonds (Å) are listed after each position.
Cartesian coordinates (Å):
1 N 4.753 0.947 0.051  C2 1.265, H12 1.026
2 C 3.749 0.416 -0.507  N1 1.265, C3 1.529, H13 1.100
3 C 2.832 1.053 -1.551  C2 1.529, N4 1.484, H14 1.099, H15 1.096
4 N 1.438 0.786 -1.117  C3 1.484, N5 1.302, C9 1.329
5 N 0.912 -0.314 -1.573  N4 1.302, C6 1.318
6 C -0.317 -0.578 -1.175  N5 1.318, C7 1.445, H16 1.103
7 C -1.077 0.252 -0.269  C6 1.445, C8 1.412, H17 1.098
8 C -0.431 1.421 0.188  C7 1.412, C9 1.430, H18 1.091
9 C 0.900 1.664 -0.276  N4 1.329, C8 1.430, P10 1.843
10 P 1.730 3.187 0.348  C9 1.843, N11 1.598, H19 1.418, H20 1.420
11 N 1.524 4.324 -0.756  P10 1.598, H21 1.025
12 H 4.852 1.901 -0.315  N1 1.026
13 H 3.493 -0.613 -0.216  C2 1.100
14 H 2.974 0.535 -2.510  C3 1.099
15 H 3.014 2.116 -1.749  C3 1.096
16 H -0.782 -1.516 -1.522  C6 1.103
17 H -2.091 0.001 0.072  C7 1.098
18 H -0.929 2.100 0.881  C8 1.091
19 H 3.126 3.017 0.525  P10 1.418
20 H 1.131 3.641 1.553  P10 1.420
21 H 0.984 3.908 -1.522  N11 1.025
22 O 0.407 2.108 3.192  H23 0.977, H24 0.961
23 H 1.284 1.720 3.382  O22 0.977
24 H -0.099 1.938 3.991  O22 0.961
25 O 1.080 6.354 2.791  H26 0.963, H27 0.964
26 H 0.379 5.696 2.748  O25 0.963
27 H 1.472 6.352 1.910  O25 0.964
28 O 4.950 -0.431 3.088  H29 0.965, H30 0.965
29 H 5.114 -0.068 2.209  O28 0.965
30 H 5.660 -1.072 3.217  O28 0.965
31 O 4.498 1.351 -4.189  H32 0.962, H33 0.968
32 H 4.616 1.716 -5.071  O31 0.962
33 H 5.224 0.717 -4.103  O31 0.968
34 O -4.035 -0.448 1.063  H35 0.969, H36 0.968
35 H -4.672 0.141 0.631  O34 0.969
36 H -4.502 -1.294 1.110  O34 0.968
37 O -6.506 -2.422 1.556  H38 0.969, H39 0.965
38 H -6.231 -3.251 1.976  O37 0.969
39 H -7.422 -2.313 1.839  O37 0.965
40 O -6.312 1.872 0.935  H41 0.961, H42 0.969
41 H -6.473 2.772 0.640  O40 0.961
42 H -7.031 1.694 1.561  O40 0.969
43 O 8.181 -0.463 2.212  H44 0.964, H45 0.963
44 H 8.729 0.292 2.453  O43 0.964
45 H 7.374 -0.063 1.871  O43 0.963
46 O -2.985 2.942 1.148  H47 0.963, H48 0.964
47 H -3.623 3.504 0.696  O46 0.963
48 H -3.411 2.077 1.160  O46 0.964
49 O -7.587 0.904 3.330  H50 0.963, H51 0.961
50 H -6.749 0.471 3.524  O49 0.963
51 H -8.088 0.809 4.145  O49 0.961
52 O -6.934 -5.244 3.084  H53 0.965, H54 0.962
53 H -7.267 -5.985 2.562  O52 0.965
54 H -6.824 -5.605 3.969  O52 0.962
55 O 7.213 1.170 -4.104  H56 0.964, H57 0.963
56 H 6.984 1.462 -3.214  O55 0.964
57 H 7.913 1.774 -4.372  O55 0.963
58 O 6.840 -1.362 -5.883  H59 0.961, H60 0.965
59 H 6.393 -0.687 -6.400  O58 0.961
60 H 7.215 -0.879 -5.137  O58 0.965
61 O 1.047 3.846 -3.663  H62 0.965, H63 0.962
62 H 1.155 4.228 -4.542  O61 0.965
63 H 1.772 3.218 -3.598  O61 0.962
64 O 4.390 5.127 0.713  H65 0.963, H66 0.964
65 H 3.480 4.914 0.477  O64 0.963
66 H 4.839 5.205 -0.136  O64 0.964
67 O 6.882 -2.952 0.647  H68 0.965, H69 0.962
68 H 7.431 -2.196 0.888  O67 0.965
69 H 6.075 -2.559 0.301  O67 0.962
70 O -5.463 -3.201 -1.421  H71 0.965, H72 0.963
71 H -5.658 -2.897 -0.526  O70 0.965
72 H -4.762 -2.610 -1.714  O70 0.963
73 O -2.343 -2.768 -0.927  H74 0.965, H75 0.966
74 H -2.210 -3.650 -1.294  O73 0.965
75 H -2.447 -2.923 0.021  O73 0.966
76 O 1.228 -2.064 -4.127  H77 0.963, H78 0.962
77 H 1.016 -1.746 -3.243  O76 0.963
78 H 1.932 -1.484 -4.432  O76 0.962
79 O 8.104 1.007 -1.289  H80 0.963, H81 0.962
80 H 8.950 0.595 -1.081  O79 0.963
81 H 7.576 0.876 -0.495  O79 0.962
82 O -5.823 0.479 5.787  H83 0.963, H84 0.962
83 H -5.971 0.296 6.720  O82 0.963
84 H -4.905 0.229 5.641  O82 0.962
85 O -6.197 -6.741 0.763  H86 0.962, H87 0.966
86 H -5.246 -6.606 0.791  O85 0.962
87 H -6.450 -6.470 -0.130  O85 0.966
88 O -3.308 -2.753 2.666  H89 0.964, H90 0.964
89 H -3.467 -1.842 2.390  O88 0.964
90 H -4.017 -2.945 3.290  O88 0.964
91 O 1.853 -0.048 4.123  H92 0.963, H93 0.969
92 H 1.737 -0.287 5.049  O91 0.963
93 H 2.798 -0.187 3.962  O91 0.969
94 O -8.835 -3.747 0.268  H95 0.960, H96 0.963
95 H -8.742 -3.395 -0.620  O94 0.960
96 H -8.137 -4.408 0.331  O94 0.963
97 O 0.815 2.710 -6.357  H98 0.962, H99 0.963
98 H 1.111 1.880 -5.971  O97 0.962
99 H -0.117 2.759 -6.120  O97 0.963
100 O -7.801 -5.436 -1.936  H101 0.965, H102 0.962
101 H -7.215 -4.694 -1.746  O100 0.965
102 H -8.624 -5.025 -2.218  O100 0.962
103 O -3.118 2.792 -1.795  H104 0.963, H105 0.961
104 H -3.017 3.169 -2.676  O103 0.963
105 H -2.393 2.165 -1.725  O103 0.961
106 O 7.908 -6.078 0.026  H107 0.964, H108 0.961
107 H 7.740 -5.175 -0.266  O106 0.964
108 H 7.143 -6.291 0.567  O106 0.961
109 O -0.696 -3.996 3.444  H110 0.961, H111 0.967
110 H -0.099 -3.265 3.630  O109 0.961
111 H -1.528 -3.570 3.197  O109 0.967
112 O 1.559 7.464 -2.043  H113 0.963, H114 0.961
113 H 1.850 6.641 -1.637  O112 0.963
114 H 0.629 7.525 -1.809  O112 0.961

The highest occupied orbital energy is -12.36 eV. The value obtained for the orbital gap is 7.27 eV. The net charge is +1.